43
Properties=species:S:1:pos:R:3:mulliken_charge:R:1 method="wB97M-V/def2-TZVPD" total_energy_ev=-54626.0046 e_lumo_ev=-4.48 multiplicity=1 homo_energy_ev=-11.2 total_charge=+1
C 2.28631 3.66205 -1.19891 -0.745
C 1.12615 3.50158 -2.38990 -0.433
C -0.21867 2.80719 -1.67858 -0.099
C -0.83648 1.55568 -2.53892 -0.483
C -2.21549 0.91329 -1.92614 -0.803
C -1.95502 -0.36892 -0.89440 -0.313
C -1.51899 0.24565 0.55117 -0.761
P 0.04304 -0.48891 1.34960 0.286
S 1.27637 -0.20509 -0.36887 -0.370
C 0.49115 -2.32261 1.57279 -0.699
C 0.64383 -3.20588 0.20812 -0.109
C 2.22998 -3.56450 -0.18504 -0.863
I 2.52330 -5.76881 0.00130 -0.158
P -1.10975 -0.59182 3.24899 0.621
O -0.12834 -1.05701 4.44108 -0.689
O -1.73997 0.96261 3.74421 -0.546
O -2.43014 -1.73119 3.18268 -0.529
H 2.80624 2.61296 -1.01404 0.054
H 3.04151 4.53199 -1.40683 0.347
H 1.75087 3.92925 -0.16656 0.229
H 0.84286 4.59869 -2.70623 0.284
H 1.52589 2.84666 -3.27621 0.279
H 0.11461 2.53931 -0.58630 -0.166
H -1.03599 3.66169 -1.58884 0.271
H -1.12630 1.99932 -3.60865 0.356
H -0.04112 0.69885 -2.77690 0.214
H -2.83254 1.69698 -1.31303 0.322
H -2.81569 0.46654 -2.85559 0.333
H -1.25551 -1.19100 -1.33934 0.040
H -3.02508 -0.88056 -0.76685 0.274
H -1.46654 1.43007 0.42695 0.433
H -2.43886 0.06608 1.29059 0.497
H 0.90883 0.46872 2.05464 0.187
H 2.53964 0.30650 0.02974 0.163
H 1.54051 -2.39036 2.13814 0.287
H -0.26900 -2.89394 2.29305 0.409
H 0.07295 -2.80275 -0.72893 -0.008
H 0.15967 -4.27162 0.44462 0.496
H 2.35306 -3.34901 -1.33627 0.373
H 3.00170 -3.00585 0.49769 0.413
H -2.13554 1.47388 2.97888 0.371
H -3.28582 -1.32586 3.54718 0.341
Li 2.60240 -5.55986 2.64991 0.895